(1)
DFT (wB97M-V/def2-TZVPD) results for a cluster of 2 separate species, C4H10N3 in total in a non-equilibrium geometry.

Last column: natural (NBO) charge in e.
Atoms and positions in Å:
C1 1.3102 -0.0541 1.3371  0.28
C2 -1.6175 -0.4857 -1.4768  0.47
C3 -2.4218 -0.2825 -0.2290  -0.73
C4 0.9617 -0.7143 -0.9965  -0.33
N1 -1.8260 -0.7152 -2.5899  -0.56
N2 1.7094 1.0028 2.0380  -0.74
N3 1.1796 0.1535 0.0563  -0.46
H1 1.6338 -1.0482 1.7498  0.24
H2 -2.7482 -1.2162 0.0201  0.26
H3 -3.4181 0.1860 -0.4482  0.27
H4 -1.9433 0.1550 0.6142  0.24
H5 0.6587 -1.6598 -0.8741  0.21
H6 1.3117 -0.2928 -1.8713  0.20
H7 -1.1976 -0.7675 -3.4013  0.43
H8 2.1220 1.0820 2.9258  0.43
H9 1.5831 1.8430 1.5994  0.38
H10 1.3098 1.0428 -0.2627  0.40

Force components x, y, z for each atom (eV/Å):
C 2.735 -1.183 0.477
C 1.545 1.230 4.835
C -0.660 1.580 -1.748
C -1.682 3.025 0.660
N -0.518 -0.623 -5.106
N -0.627 -0.750 0.651
N -0.670 -3.705 0.698
H -1.292 0.826 -0.629
H -0.512 -2.927 1.024
H 1.164 0.285 -0.111
H 0.560 0.500 0.338
H -0.434 -3.363 0.686
H 0.459 0.272 -1.836
H -0.467 -0.195 0.611
H 0.239 -0.729 1.163
H -0.248 2.688 -0.983
H 0.408 3.069 -0.730

Calculated values
* frontier orbital gap (spin up / spin down): 7.34 / 6.38 eV
* HOMO level (spin up / spin down): -0.41158 / -0.39207 Eh
* charge: +1


(2)
DFT (wB97M-V/def2-TZVPD) results for a cluster of 2 separate species, C4H10N3 in total in a non-equilibrium geometry.

Last column: natural (NBO) charge in e.
Atoms and positions in Å:
C1 -2.1299 -0.8136 -0.2614  0.58
C2 1.7646 0.7248 -0.4298  -0.41
C3 0.6548 -0.2099 -0.7226  -0.43
C4 0.4265 1.0037 0.1392  -0.09
N1 -2.1119 -0.2017 0.7060  -0.49
N2 -2.0877 -1.3637 -1.4516  -0.86
N3 0.0813 0.7739 1.5536  -0.73
H1 2.6030 0.5763 0.3361  0.24
H2 2.0954 1.2734 -1.2644  0.25
H3 0.2920 -0.3508 -1.7135  0.24
H4 0.6543 -0.9831 -0.0531  0.21
H5 -0.2658 1.7281 -0.4011  0.25
H6 -1.0714 0.5606 1.4277  0.47
H7 0.5853 0.0620 2.1168  0.44
H8 -1.2190 -1.8754 -1.7647  0.45
H9 -2.9892 -1.4734 -2.0413  0.47
H10 0.1529 1.6150 2.0435  0.42

Force components x, y, z for each atom (eV/Å):
C -0.070 -0.110 -1.453
C 1.743 0.153 1.957
C 0.843 0.878 1.040
C -1.289 1.126 -2.526
N -0.511 0.159 1.112
N -0.902 -1.347 -1.996
N -1.833 -0.952 -0.997
H -1.314 -0.405 -1.346
H 0.269 0.993 -0.645
H -0.225 0.253 -0.353
H -0.032 -2.773 0.829
H 1.091 -0.525 1.492
H 1.724 -0.509 0.519
H -0.333 0.234 -0.944
H -1.725 0.767 0.648
H 2.231 0.213 1.563
H 0.333 1.846 1.101

Calculated values
* frontier orbital gap: 11.80 eV
* HOMO level: -0.53944 Eh
* charge: +1


(3)
DFT (wB97M-V/def2-TZVPD) results for the ion C4H10N3 with charge +1 in a non-equilibrium geometry.

Last column: natural (NBO) charge in e.
Atoms and positions in Å:
C1 -1.1150 0.8787 0.7714  0.02
C2 -0.1957 -0.2819 0.3999  -0.05
C3 1.4923 -1.2741 -1.3933  -0.62
C4 0.3047 -0.2745 -1.1246  -0.42
N1 -0.2182 1.5431 1.4157  -0.07
N2 -2.4052 1.1721 0.7082  -0.54
N3 0.7414 0.4485 1.3368  -0.43
H1 -0.4643 -1.2436 0.8345  0.22
H2 1.1588 -2.3758 -1.3912  0.23
H3 2.2800 -1.1951 -0.7233  0.20
H4 1.9299 -1.0618 -2.3215  0.24
H5 -0.5195 -0.6032 -1.8192  0.25
H6 0.5027 0.8237 -1.2099  0.21
H7 -3.0911 0.7321 0.2386  0.41
H8 -2.7285 1.9650 1.3068  0.42
H9 0.7845 -0.0820 2.1869  0.45
H10 1.5432 0.8289 0.7842  0.46

Force components x, y, z for each atom (eV/Å):
C -2.959 -6.524 -5.120
C -1.789 -0.100 -2.063
C -2.724 -0.906 0.104
C -0.008 -0.972 1.370
N 5.507 5.606 4.859
N 0.319 4.060 3.346
N -0.593 0.790 -2.128
H 0.179 -0.351 -0.346
H 0.259 1.784 0.003
H 1.445 0.237 1.670
H 0.389 0.192 -1.552
H 0.522 0.790 0.977
H 0.227 -0.900 -0.829
H -2.433 -2.120 -2.073
H 0.297 -0.968 -0.632
H 1.194 0.052 0.937
H 0.167 -0.670 1.477

Calculated values
* 2S+1: 3
* frontier orbital gap (spin up / spin down): 6.40 / 8.18 eV
* HOMO level (spin up / spin down): -0.35096 / -0.56771 Eh
* ⟨S²⟩: 2.01
* charge: +1


(4)
DFT (wB97M-V/def2-TZVPD) results for the ion C4H10N3O with charge +1 in a non-equilibrium geometry.

Last column: natural (NBO) charge in e.
Atoms and positions in Å:
C1 -0.1478 -0.1382 2.3179  0.15
C2 -0.1118 -1.6404 0.2986  -0.29
C3 0.2748 -1.2021 1.6659  -0.28
C4 -0.0131 1.4902 -1.4983  0.35
N1 -0.2369 0.5536 -0.6518  -0.35
N2 0.7432 1.4027 -2.5830  -0.76
N3 0.1886 -0.8167 -0.8131  -0.44
O1 -1.2403 0.6041 1.7703  -0.76
H1 0.2758 0.3030 3.1354  0.20
H2 0.5942 -2.4721 0.0516  0.25
H3 -1.2592 -1.9228 0.1122  0.23
H4 1.2066 -1.6755 2.1391  0.24
H5 -0.3417 2.4760 -1.0689  0.24
H6 -0.9918 0.6056 -0.0307  0.45
H7 0.8526 2.2899 -3.1623  0.46
H8 0.9879 0.4330 -2.8810  0.44
H9 1.1637 -0.8754 -1.1270  0.38
H10 -1.9448 0.5851 2.3252  0.50

Force components x, y, z for each atom (eV/Å):
C -2.501 -0.283 -2.803
C -1.815 -2.550 -0.473
C 2.439 0.027 1.276
C 0.313 2.114 0.726
N 1.595 -2.906 -1.480
N -0.144 0.421 -0.454
N 0.521 2.631 -1.891
O 3.902 -0.417 -2.213
H 0.966 0.738 2.263
H -1.367 -0.133 0.387
H 2.474 0.137 1.067
H -1.516 0.547 -0.864
H 0.055 -0.838 -1.235
H -1.138 0.606 1.772
H 0.049 -2.217 0.872
H -0.128 1.616 -0.294
H -0.385 0.479 0.540
H -3.319 0.028 2.805

Calculated values
* frontier orbital gap: 10.48 eV
* HOMO level: -0.49575 Eh
* charge: +1


(5)
DFT (wB97M-V/def2-TZVPD) results for the ion C4H10N3O with charge +1 in a non-equilibrium geometry.

Last column: Löwdin charge in e.
Atoms and positions in Å:
C1 -1.2188 -0.0273 -0.0390  -0.45
C2 0.6840 1.1784 -0.7429  -0.14
C3 2.5510 -0.1739 0.3973  -0.25
C4 -2.6058 0.0255 0.4704  0.00
N1 -0.5885 1.1610 -0.2099  0.18
N2 -0.5950 -1.1286 -0.2192  0.24
N3 2.1242 -1.3679 0.2692  0.10
O1 1.7365 0.8595 0.2180  -0.02
H1 0.9985 2.1385 -1.1815  0.16
H2 0.6420 0.4894 -1.5926  0.16
H3 3.5110 0.2383 0.6927  0.15
H4 -2.5927 0.9770 1.0026  0.09
H5 -2.7480 -0.8806 1.0487  0.09
H6 -3.3646 -0.0262 -0.2036  0.05
H7 -1.0199 1.9990 0.1509  0.18
H8 -0.9548 -2.1365 -0.0372  0.21
H9 0.5254 -1.2542 -0.2539  0.11
H10 2.9154 -2.0712 0.2300  0.12

Force components x, y, z for each atom (eV/Å):
C -6.216 4.145 0.988
C 2.438 -0.058 -1.836
C -1.088 -0.990 -0.508
C 2.607 -0.102 1.674
N 0.866 0.684 0.340
N 5.868 -9.004 -1.125
N 1.896 -0.264 -0.974
O -0.769 2.047 0.178
H -0.453 -0.156 0.635
H 0.663 -0.196 0.223
H 0.322 -0.588 0.102
H -1.036 -0.275 0.690
H -0.191 0.215 1.009
H -2.177 0.330 -2.413
H -0.023 0.211 0.234
H -0.025 2.684 -0.227
H -1.380 0.342 0.482
H -1.302 0.976 0.528

Calculated values
* 2S+1: 3
* frontier orbital gap (spin up / spin down): 7.01 / 6.48 eV
* HOMO level (spin up / spin down): -0.36056 / -0.54813 Eh
* ⟨S²⟩: 2.01
* charge: +1


(6)
DFT (wB97M-V/def2-TZVPD) results for a cluster of 2 separate species, C4H10N3OS in total in a non-equilibrium geometry.

Last column: natural (NBO) charge in e.
Atoms and positions in Å:
C1 -2.9383 -1.4383 0.6124  -0.05
C2 -1.8539 -2.0139 0.0404  -0.38
C3 -0.6481 0.7866 -0.1417  0.77
C4 -0.5143 -1.6390 -0.1107  0.29
N1 -0.0187 1.7112 -0.7685  -0.77
N2 0.0754 -0.4674 -0.1723  -0.52
N3 2.9086 1.5278 0.8088  -1.02
O1 -1.6832 0.9011 0.5107  -0.59
S1 3.0493 0.1421 -0.1787  0.18
H1 -3.8823 -1.6554 0.3199  0.21
H2 -2.7635 -0.6232 1.2776  0.24
H3 -2.0870 -2.8543 -0.4799  0.25
H4 0.1909 -2.3557 -0.4979  0.23
H5 0.8348 -0.4592 -0.7900  0.42
H6 0.9317 1.5811 -1.0414  0.41
H7 -0.2599 2.6869 -0.5629  0.44
H8 3.7127 2.0878 0.9883  0.41
H9 2.1881 1.3550 1.6043  0.40
H10 2.7574 0.7267 -1.4183  0.07

Force components x, y, z for each atom (eV/Å):
C 3.832 1.564 0.390
C -1.020 1.551 1.460
C -2.425 -1.546 3.293
C 0.678 0.298 -0.503
N 1.129 3.302 -1.251
N -3.086 0.263 0.191
N -3.166 -1.437 1.020
O 1.387 -0.233 -1.099
S 0.832 1.190 -0.614
H -2.797 -1.215 -0.565
H -0.341 0.209 0.503
H -0.200 -2.663 -1.593
H -0.185 -0.812 0.134
H 1.905 -0.028 -0.295
H 0.487 -0.040 -0.214
H -0.143 -0.712 -0.273
H 0.520 -0.060 0.384
H 2.257 0.812 -1.827
H 0.335 -0.444 0.858

Calculated values
* frontier orbital gap: 7.44 eV
* HOMO level: -0.47856 Eh
* charge: +1


(7)
DFT (wB97M-V/def2-TZVPD) results for an isolated molecule of C4H10N4 in a non-equilibrium geometry.

Last column: natural (NBO) charge in e.
Atoms and positions in Å:
C1 0.9301 1.4155 -0.2146  -0.43
C2 -0.2055 -0.5504 -0.0045  0.63
C3 -2.6349 -0.1949 0.0350  -0.45
C4 2.0291 -0.9943 -0.2401  0.24
H1 1.4372 1.5296 0.8772  0.22
H2 0.6233 2.5404 -0.4239  0.19
H3 1.7652 0.9597 -0.9267  0.24
H4 -0.8855 1.3168 0.5104  0.41
H5 -1.6251 -1.9774 0.4761  0.40
H6 -3.0941 0.1119 1.0055  0.20
H7 -2.3770 0.6541 -0.7286  0.22
H8 -3.5051 -0.8110 -0.6086  0.20
H9 2.5880 -1.5859 -1.0166  0.15
H10 3.5626 -0.4301 0.5700  0.34
N1 -0.2863 0.7421 0.0091  -0.61
N2 -1.4624 -1.0100 0.3954  -0.63
N3 0.6732 -1.3101 -0.4632  -0.61
N4 2.4671 -0.4060 0.7480  -0.70

Force components x, y, z for each atom (eV/Å):
C 2.697 4.790 1.401
C -5.388 -1.494 1.230
C -2.172 -0.899 -1.777
C -2.252 -4.116 -3.394
H -0.533 -0.277 -2.755
H 0.906 -2.130 -0.373
H -2.722 1.494 1.280
H -1.524 0.158 1.179
H 0.159 -1.072 -0.221
H -0.035 0.457 -1.142
H -0.492 -1.509 1.903
H 2.342 1.201 1.897
H 0.211 0.981 0.627
H -2.576 0.259 1.065
N 3.746 2.069 -1.783
N -0.515 0.728 -0.913
N 3.160 -1.223 0.022
N 4.988 0.584 1.754

Calculated values
* frontier orbital gap: 9.72 eV
* HOMO level: -0.32638 Eh
* charge: 0


(8)
DFT (wB97M-V/def2-TZVPD) results for an isolated molecule of C4H10N4 in a non-equilibrium geometry.

Last column: natural (NBO) charge in e.
Atoms and positions in Å:
C1 -0.1224 0.8577 0.1984  0.03
C2 1.9238 -0.0875 -1.2208  -0.70
C3 0.6504 -0.3644 -0.4732  0.32
N1 0.0861 2.1480 -0.4099  -0.82
N2 -1.5235 -1.0273 1.9247  -0.82
C4 -2.0541 -0.3092 0.8872  0.32
N3 -1.5269 0.6248 0.2074  -0.51
N4 0.1159 -1.4934 -0.3307  -0.67
H1 0.2995 0.9031 1.2232  0.17
H2 -0.5238 2.2478 -1.2098  0.37
H3 1.0461 2.2953 -0.6870  0.35
H4 0.6171 -2.2788 -0.7486  0.34
H5 -2.0669 -1.8093 2.2567  0.38
H6 -0.5389 -1.2354 1.8369  0.40
H7 -3.1305 -0.4168 0.7725  0.17
H8 2.3585 -1.0201 -1.5949  0.22
H9 2.6445 0.4015 -0.5645  0.23
H10 1.7451 0.5640 -2.0677  0.23

Force components x, y, z for each atom (eV/Å):
C 0.761 -0.839 0.254
C 0.092 -0.320 0.193
C -0.550 0.892 -0.050
N 0.228 0.190 -0.085
N 0.260 -0.229 0.131
C -0.420 0.911 0.545
N -0.249 -0.516 -0.630
N -0.080 -0.721 -0.004
H -0.039 -0.001 -0.073
H -0.036 -0.027 -0.071
H 0.023 0.081 -0.024
H 0.227 0.330 -0.084
H 0.033 0.095 -0.113
H -0.188 -0.086 0.034
H -0.034 -0.169 0.023
H -0.048 0.149 0.121
H 0.091 0.063 -0.020
H -0.072 0.197 -0.147

Calculated values
* frontier orbital gap: 9.51 eV
* HOMO level: -0.31693 Eh
* charge: 0


(9)
DFT (wB97M-V/def2-TZVPD) results for a cluster of 4 separate species, C4H10N4 in total in a non-equilibrium geometry.

Last column: natural (NBO) charge in e.
Atoms and positions in Å:
C1 -0.8846 0.7536 1.9431  -0.43
C2 -0.0951 0.4995 -0.3904  0.28
C3 -0.7936 -0.4153 -2.4540  -0.44
C4 0.8098 -0.5728 -0.0995  0.39
H1 -2.0280 0.5645 1.8967  0.22
H2 -0.5215 1.5638 2.6978  0.22
H3 -0.1713 -0.2557 2.2341  0.20
H4 -0.6131 2.3612 0.3213  0.41
H5 -2.0363 -0.3363 -3.7979  0.18
H6 -1.0448 -1.8602 -1.3294  0.30
H7 0.7021 -0.1940 -2.6997  0.18
H8 2.5083 -0.7013 1.0490  0.37
H9 1.5429 0.7618 1.0277  0.42
H10 1.2076 -2.3665 0.3651  0.32
N1 -0.2493 1.2692 0.6537  -0.67
N2 -0.7625 0.6790 -1.4512  -0.50
N3 1.9821 0.0171 0.4326  -0.81
N4 0.4473 -1.7676 -0.3991  -0.65

Force components x, y, z for each atom (eV/Å):
C 2.741 -0.479 0.313
C -2.010 -1.240 -3.649
C 2.203 0.191 1.051
C 0.919 -0.514 -0.723
H 2.093 0.191 0.126
H -1.345 -1.603 -0.991
H -2.578 2.594 -0.687
H 0.978 -4.363 1.396
H 2.989 0.218 2.907
H 0.921 2.858 -2.548
H -4.224 -1.556 -0.679
H -0.804 1.617 -1.370
H 1.194 -0.327 -0.529
H -2.507 1.203 -3.147
N -2.220 7.647 3.601
N -1.946 -1.593 -1.802
N -0.314 -2.709 2.349
N 3.911 -2.134 4.381

Calculated values
* frontier orbital gap: 7.73 eV
* HOMO level: -0.28487 Eh
* charge: 0


(10)
DFT (wB97M-V/def2-TZVPD) results for the ion C4H10N4 with charge +2 in a non-equilibrium geometry.

Last column: natural (NBO) charge in e.
Atoms and positions in Å:
C1 0.4045 -0.0031 1.5536  0.35
C2 1.7288 0.3196 -0.5464  0.42
C3 -2.2688 0.8390 -0.0144  -0.43
C4 -1.8510 -1.5629 -0.3409  0.08
N1 -0.7490 -0.4105 1.3398  -0.24
N2 1.5273 0.3924 0.7497  -0.58
N3 2.8489 0.3432 -1.1313  -0.66
N4 -1.5758 -0.4582 0.2780  -0.09
H1 0.8429 -0.0887 2.5691  0.25
H2 -2.2622 1.4599 0.9323  0.28
H3 -1.4983 1.2462 -0.8170  0.23
H4 -3.3054 0.6651 -0.4499  0.29
H5 -1.2705 -2.4252 -0.2308  0.24
H6 -2.6395 -1.6117 -1.0848  0.25
H7 0.7829 0.4220 -1.2452  0.24
H8 2.3977 0.1533 1.2549  0.44
H9 3.8200 0.4592 -0.6834  0.46
H10 3.0676 0.2605 -2.1331  0.48

Force components x, y, z for each atom (eV/Å):
C 1.988 -0.281 0.208
C -4.223 1.101 -2.804
C 1.089 0.855 -1.168
C -0.311 1.836 -0.127
N -0.466 -0.201 1.274
N 1.062 -1.109 1.117
N 4.866 0.113 -0.497
N -0.993 -1.022 -1.334
H -1.081 0.123 -0.305
H -0.166 -0.760 -1.280
H -2.104 -0.052 1.548
H 1.504 0.222 0.604
H 0.836 -1.169 0.762
H -0.066 0.471 0.157
H 1.974 -0.624 1.420
H -0.569 0.713 0.171
H -2.078 -0.342 0.016
H -1.262 0.126 0.236

Calculated values
* frontier orbital gap: 10.35 eV
* HOMO level: -0.69836 Eh
* charge: +2


The following energy above the lowest of the compared OMol25 structures with the same formula, charge and spin values (in kJ/mol) correspond, in order, to the records above: 491.6 272.0 357.7 228.0 220.4 200.5 336.7 89.6 1189.4 288.2.
The following E values (in a.u.) correspond, in order, to the records above: -322.27332 -322.35699 -322.17120 -397.59243 -397.45717 -795.78329 -377.31857 -377.41267 -376.99380 -376.69354.